Entry 1:
Here is C57H63Ge2N2NaO4S2 as an isolated structure at a distorted geometry from the OMol25 dataset. Energies are from wB97M-V/def2-TZVPD.

Summary:
- largest force on an atom (eV/Å) = 1.1
- energy (eV) = -210419.778
- energy above the lowest of the compared OMol25 structures with the same formula, charge and spin (eV) = 2.1339
- charge = -2
- HOMO energy (eV) = -0.40

The geometry in XYZ format:
```
131
Properties=species:S:1:pos:R:3:mulliken_charge:R:1
Na -0.675 0.435 0.227 2.31
O -0.565 1.128 3.618 -0.55
C 0.812 0.896 3.872 0.07
C 1.641 1.242 2.681 1.06
C 1.215 2.573 2.105 0.36
C 1.657 3.718 2.772 -1.15
C 1.266 4.950 2.303 -1.12
C 0.413 4.993 1.210 -0.63
C -0.014 3.814 0.608 -0.01
C -0.966 3.954 -0.568 -1.73
C -2.281 3.111 -0.572 2.51
O -1.999 1.799 -0.567 -1.20
C -3.051 3.516 -1.865 -0.10
C -3.344 4.833 -2.213 -0.14
C -4.042 5.130 -3.374 -0.96
C -4.479 4.105 -4.207 -0.42
C -4.218 2.789 -3.854 -1.11
C -3.511 2.500 -2.693 -0.06
C -3.234 3.435 0.603 0.02
C -4.410 2.683 0.675 0.10
C -5.303 2.844 1.716 -0.68
C -5.042 3.764 2.730 -0.51
C -3.878 4.509 2.678 -0.96
C -2.984 4.345 1.619 -0.31
N 0.423 2.610 1.033 0.87
C -1.393 0.059 3.504 0.09
C -0.942 -1.256 3.473 0.33
C -1.862 -2.288 3.338 -0.51
C -3.217 -2.022 3.231 -0.49
C -3.652 -0.700 3.231 -0.28
C -2.753 0.340 3.366 -0.54
C 1.239 0.448 5.095 1.42
C 2.625 0.159 5.394 -1.11
C 3.018 -0.367 6.602 -0.55
C 2.117 -0.640 7.638 -0.73
C 0.778 -0.317 7.392 -0.49
C 0.342 0.213 6.201 -0.41
H 1.630 0.473 1.890 -1.90
H 2.683 1.342 2.993 0.66
H 2.286 3.601 3.644 0.54
H 1.609 5.863 2.777 0.40
H 0.055 5.937 0.819 0.46
H -0.447 3.637 -1.478 0.56
H -1.167 5.024 -0.665 0.23
H -3.039 5.642 -1.557 0.31
H -4.255 6.163 -3.627 0.37
H -5.023 4.334 -5.116 0.37
H -4.570 1.978 -4.482 0.43
H -3.298 1.483 -2.381 0.56
H -4.594 1.934 -0.086 0.14
H -6.202 2.238 1.749 0.38
H -5.733 3.880 3.556 0.35
H -3.643 5.212 3.469 0.37
H -2.077 4.932 1.616 0.26
H 0.118 -1.451 3.578 0.46
H -1.503 -3.311 3.314 0.24
H -3.928 -2.832 3.124 0.34
H -4.706 -0.473 3.109 0.36
H -3.071 1.376 3.344 0.21
H 3.385 0.339 4.642 0.22
H 4.077 -0.572 6.746 0.33
H 2.438 -1.082 8.573 0.36
H 0.041 -0.482 8.175 0.32
H -0.705 0.466 6.088 0.26
C -5.281 -2.564 -1.349 -1.45
C -4.302 -1.919 -0.372 -0.23
Ge -2.348 -1.667 -0.856 0.11
C -2.362 -2.041 -2.886 0.72
C -2.736 -3.415 -3.446 -1.27
C -1.696 -3.527 -0.373 -0.77
C -0.460 -4.025 -0.192 0.30
Ge 1.213 -3.001 -0.362 0.76
C 2.125 -3.318 -2.077 -0.15
C 3.044 -4.522 -2.275 -1.34
C 2.247 -3.023 1.301 0.02
C 2.806 -4.305 1.912 -1.43
C -0.270 -5.479 0.161 0.61
C -1.309 -6.276 0.668 -0.81
C -1.127 -7.617 0.951 -0.80
C 0.107 -8.228 0.748 -0.50
C 1.154 -7.458 0.274 -1.13
C 0.960 -6.110 -0.005 0.12
H -6.319 -2.525 -0.992 0.42
H -5.047 -3.617 -1.523 0.22
H -5.260 -2.070 -2.326 0.30
H -4.307 -2.467 0.576 0.11
H -4.657 -0.915 -0.114 0.12
H -1.329 -1.843 -3.182 -1.33
H -2.967 -1.256 -3.360 0.52
H -2.117 -4.196 -2.995 0.15
H -2.597 -3.485 -4.536 0.43
H -3.775 -3.678 -3.248 0.28
H -2.503 -4.248 -0.211 -0.19
H 2.702 -2.409 -2.251 0.44
H 1.322 -3.329 -2.820 0.14
H 3.821 -4.570 -1.507 0.30
H 3.553 -4.458 -3.241 0.40
H 2.507 -5.471 -2.264 0.35
H 1.561 -2.555 2.014 -0.20
H 3.057 -2.307 1.147 0.53
H 2.031 -5.042 2.120 0.34
H 3.301 -4.080 2.860 0.41
H 3.544 -4.782 1.262 0.30
H -2.275 -5.833 0.862 0.41
H -1.958 -8.190 1.344 0.38
H 0.246 -9.280 0.966 0.37
H 2.134 -7.895 0.123 0.40
H 1.814 -5.547 -0.354 0.31
C 0.789 -0.938 -9.642 -1.48
C 0.755 -0.771 -8.146 1.21
C 0.016 -1.635 -7.348 -0.81
C -0.006 -1.487 -5.965 -0.24
C 0.710 -0.452 -5.388 -0.51
C 1.465 0.419 -6.163 -0.64
C 1.480 0.253 -7.537 -0.75
S 0.660 -0.250 -3.615 1.59
C -0.674 0.928 -3.520 -0.10
O 1.903 0.481 -3.226 -0.93
H 0.105 -1.723 -9.965 0.34
H 1.791 -1.205 -9.987 0.31
H 0.506 -0.015 -10.151 0.33
H -0.548 -2.440 -7.804 0.29
H -0.582 -2.163 -5.344 0.27
H 2.039 1.195 -5.672 0.42
H 2.066 0.929 -8.150 0.35
H -0.324 1.861 -3.966 0.75
H -0.939 1.065 -2.463 -0.74
H -1.537 0.535 -4.055 0.37
O 3.518 -0.693 -0.688 -0.62
S 2.178 -0.127 -0.569 0.80
N 1.005 -1.042 -0.456 -0.90
```

=====

Entry 2:
Here is a 12-piece molecular cluster, C57H65F7O5 overall at a distorted geometry from the OMol25 dataset. Energies are from wB97M-V/def2-TZVPD.

Summary:
- largest force on an atom (eV/Å) = 3.5
- energy (eV) = -89419.854
- energy above the lowest of the compared OMol25 structures with the same formula, charge and spin (eV) = 0.6231
- SMILES = Fc1ccccc1.Fc1ccccc1.Fc1ccccc1.Fc1ccccc1.Fc1ccccc1.Fc1ccccc1.Fc1ccccc1.CC(C)=O.CC(C)=O.CC(C)=O.CC(C)=O.CC(C)=O
- HOMO energy (eV) = -9.14

The geometry in XYZ format:
```
134
Properties=species:S:1:pos:R:3:mulliken_charge:R:1
F -27.574 9.788 28.901 -0.32
C -27.338 8.763 29.731 -0.08
C -28.357 7.923 30.051 -0.21
C -28.229 6.880 31.005 -0.89
C -26.997 6.773 31.636 0.25
C -25.911 7.613 31.366 -0.53
C -26.078 8.587 30.366 -0.02
H -29.316 8.088 29.582 0.41
H -29.090 6.236 31.106 0.38
H -26.972 5.995 32.384 0.24
H -24.951 7.406 31.816 0.37
H -25.159 9.116 30.161 0.48
F -22.829 3.105 28.751 -0.12
C -23.229 4.021 27.809 0.09
C -24.021 5.045 28.229 -0.15
C -24.468 6.018 27.329 -0.60
C -23.987 6.039 26.003 -0.50
C -23.089 5.034 25.574 -0.82
C -22.775 4.025 26.500 0.19
H -24.445 5.047 29.222 0.64
H -25.211 6.724 27.670 0.40
H -24.401 6.826 25.389 0.43
H -22.674 5.075 24.578 0.45
H -22.042 3.319 26.138 -0.01
F -23.676 1.122 32.050 -0.36
C -24.896 1.699 31.941 0.42
C -25.847 1.251 31.003 -0.48
C -27.073 1.842 30.877 -0.48
C -27.411 2.916 31.664 -0.59
C -26.449 3.430 32.574 -0.54
C -25.257 2.775 32.772 0.10
H -25.618 0.452 30.314 0.41
H -27.800 1.355 30.244 0.42
H -28.382 3.385 31.593 0.40
H -26.684 4.150 33.344 0.57
H -24.503 3.023 33.504 0.05
F -16.904 4.006 35.527 -0.40
C -16.966 4.055 34.182 -0.28
C -16.200 5.050 33.576 0.03
C -15.981 5.072 32.202 -1.11
C -16.733 4.249 31.389 0.19
C -17.547 3.251 31.920 -0.26
C -17.585 3.130 33.349 -0.50
H -15.539 5.697 34.133 0.57
H -15.244 5.748 31.796 0.45
H -16.605 4.329 30.320 0.45
H -18.179 2.606 31.328 0.24
H -18.036 2.254 33.790 0.65
F -21.840 11.016 31.600 -0.39
C -21.794 10.321 30.422 -0.16
C -22.495 9.180 30.379 0.03
C -22.510 8.377 29.264 0.10
C -21.860 8.817 28.105 -0.75
C -21.260 10.040 28.091 -0.80
C -21.178 10.772 29.280 -0.16
H -22.854 8.818 31.331 0.30
H -22.885 7.365 29.217 0.33
H -21.894 8.241 27.193 0.51
H -20.902 10.455 27.161 0.43
H -20.751 11.762 29.339 0.47
F -14.909 8.817 33.831 -0.34
C -16.079 9.283 33.366 0.14
C -16.065 10.233 32.410 -0.61
C -17.225 10.750 31.772 -0.60
C -18.412 10.148 32.178 -0.39
C -18.440 9.079 33.083 0.41
C -17.310 8.690 33.748 -0.35
H -15.123 10.672 32.113 0.40
H -17.239 11.425 30.929 0.46
H -19.357 10.571 31.868 0.03
H -19.445 8.741 33.285 0.32
H -17.244 7.885 34.465 0.59
F -19.940 1.469 30.006 -0.33
C -19.591 1.481 28.714 0.38
C -20.543 1.302 27.748 -0.13
C -20.246 1.498 26.419 -0.72
C -18.927 1.881 26.037 -0.49
C -17.907 2.035 27.045 -0.60
C -18.257 1.753 28.364 -0.43
H -21.545 1.236 28.147 0.54
H -21.020 1.456 25.666 0.58
H -18.597 2.130 25.039 0.39
H -16.902 2.378 26.849 0.43
H -17.458 1.906 29.075 0.42
C -18.648 7.897 29.377 0.12
C -18.482 6.717 28.413 0.18
C -19.259 5.424 28.747 0.32
O -17.471 6.678 27.730 -0.63
H -19.713 8.050 29.550 -0.31
H -18.305 8.839 28.949 0.41
H -18.145 7.741 30.332 0.10
H -18.726 4.636 28.215 0.02
H -20.282 5.495 28.375 0.25
H -19.293 5.126 29.794 -0.43
C -21.461 7.007 38.515 -1.36
C -20.126 6.863 37.669 0.65
C -19.825 5.603 36.841 -0.13
O -19.320 7.785 37.661 -0.60
H -22.292 6.682 37.889 0.30
H -21.410 8.030 38.887 0.32
H -21.414 6.325 39.364 0.46
H -20.665 4.994 36.508 0.04
H -19.135 4.847 37.214 0.45
H -19.281 5.950 35.963 -0.17
C -21.172 3.791 31.712 1.26
C -21.510 5.306 31.915 0.47
C -20.456 6.177 32.679 1.39
O -22.562 5.794 31.545 -0.57
H -21.768 3.238 32.438 -0.34
H -20.165 3.466 31.974 -0.81
H -21.340 3.504 30.674 -0.20
H -20.865 7.097 33.097 -0.45
H -19.652 6.452 31.996 -0.14
H -19.954 5.613 33.466 -0.61
C -20.362 2.197 34.963 -0.59
C -21.595 2.241 35.826 0.67
C -22.854 1.717 35.234 -0.81
O -21.573 2.806 36.917 -0.62
H -19.686 1.801 35.722 0.45
H -20.040 3.149 34.540 -0.10
H -20.539 1.496 34.148 0.43
H -22.701 1.720 34.155 -0.07
H -23.701 2.370 35.443 0.26
H -23.041 0.713 35.616 0.39
C -21.296 10.843 34.874 -0.95
C -22.031 9.582 35.218 0.87
C -22.785 9.642 36.511 -1.16
O -21.931 8.538 34.533 -0.49
H -21.724 11.591 35.542 0.43
H -21.205 11.114 33.822 0.05
H -20.240 10.729 35.117 0.31
H -22.272 10.388 37.117 0.46
H -22.753 8.623 36.897 0.05
H -23.832 9.940 36.447 0.36
```

=====

Entry 3:
Here is C57H74AsBF5N10O2S5Ti as an isolated structure at a distorted geometry from the OMol25 dataset. Energies are from wB97M-V/def2-TZVPD.

Summary:
- largest force on an atom (eV/Å) = 1.9
- energy (eV) = -231699.331
- energy above the lowest of the compared OMol25 structures with the same formula, charge and spin (eV) = 1.6856
- charge = +1
- HOMO energy (eV) = -9.93

The geometry in XYZ format:
```
156
Properties=species:S:1:pos:R:3:mulliken_charge:R:1
Ti 0.508 -0.441 0.177 1.67
C 7.152 -2.378 -0.574 -1.71
C 6.143 -1.351 -0.059 1.38
C 6.742 -0.518 1.079 -1.50
C 5.754 -0.450 -1.221 -1.98
N 4.986 -2.122 0.512 0.76
C 5.234 -3.018 1.540 -0.81
C 4.105 -3.710 1.758 -1.14
N 3.151 -3.250 0.873 0.17
B 1.838 -4.048 0.675 -0.17
N 1.462 -4.219 -0.819 0.78
C 2.024 -5.314 -1.449 -1.68
C 1.610 -5.321 -2.724 -0.46
N 0.773 -4.234 -2.897 0.66
C 0.727 -3.546 -1.729 -0.67
S -0.247 -2.145 -1.451 0.49
C 0.222 -3.941 -4.271 1.95
C -1.012 -3.048 -4.258 -2.24
C -0.177 -5.278 -4.906 -1.90
C 1.354 -3.281 -5.052 -1.41
N 0.709 -3.583 1.678 1.58
C -0.134 -4.547 2.190 -1.01
C -0.451 -4.201 3.453 -1.09
N 0.197 -3.008 3.735 0.64
C 0.821 -2.613 2.604 -0.82
S 1.556 -1.078 2.283 -0.05
C 0.243 -2.385 5.112 1.57
C 1.621 -1.772 5.362 -1.72
C 0.034 -3.505 6.132 -2.14
C -0.850 -1.340 5.262 -1.06
C 3.691 -2.265 0.133 -0.50
S 2.766 -1.345 -0.991 -0.13
H 8.011 -1.853 -0.993 0.46
H 6.708 -2.992 -1.359 0.35
H 7.515 -3.033 0.217 0.40
H 7.382 0.260 0.667 0.48
H 7.350 -1.127 1.750 0.41
H 5.956 -0.037 1.660 0.20
H 6.667 0.030 -1.575 0.65
H 5.050 0.322 -0.932 0.37
H 5.322 -1.013 -2.046 0.43
H 6.190 -3.081 2.024 0.61
H 3.895 -4.500 2.457 0.74
H 2.106 -5.161 1.043 -0.21
H 2.662 -6.000 -0.924 0.72
H 1.823 -6.018 -3.510 0.56
H -1.798 -3.448 -3.617 0.38
H -1.394 -3.011 -5.279 0.65
H -0.814 -2.032 -3.942 0.17
H -0.823 -5.849 -4.239 0.41
H 0.679 -5.893 -5.183 0.50
H -0.732 -5.072 -5.819 0.46
H 1.671 -2.368 -4.547 -0.05
H 1.014 -3.029 -6.057 0.53
H 2.217 -3.944 -5.136 0.44
H -0.387 -5.429 1.629 0.75
H -1.044 -4.722 4.179 0.63
H 2.421 -2.462 5.087 0.33
H 1.706 -1.558 6.427 0.54
H 1.765 -0.840 4.823 0.23
H 0.737 -4.326 5.981 0.41
H -0.983 -3.896 6.118 0.49
H 0.203 -3.093 7.125 0.44
H -0.920 -0.718 4.375 0.06
H -0.634 -0.700 6.119 0.46
H -1.817 -1.806 5.420 0.34
S -1.621 -1.108 0.940 -0.08
C -3.022 -0.515 1.884 0.56
C -3.497 -1.452 2.799 -1.23
C -4.554 -1.150 3.639 -0.72
C -5.136 0.104 3.583 -1.09
C -4.720 1.008 2.619 -0.79
C -3.702 0.700 1.722 -0.35
As -3.345 1.757 0.117 1.76
C -4.412 3.356 0.467 0.50
C -5.791 3.331 0.684 -0.55
C -6.486 4.504 0.933 -0.83
C -5.813 5.721 0.957 -0.63
C -4.448 5.761 0.725 -0.71
C -3.754 4.582 0.479 -0.63
C -4.617 0.797 -1.040 0.77
C -4.666 -0.593 -1.049 -0.57
C -5.495 -1.264 -1.935 -0.87
C -6.282 -0.556 -2.831 -0.64
C -6.234 0.829 -2.836 -0.80
C -5.406 1.500 -1.948 -0.70
H -3.015 -2.421 2.847 0.55
H -4.911 -1.888 4.347 0.43
H -5.936 0.369 4.262 0.43
H -5.218 1.966 2.549 0.58
H -6.329 2.391 0.638 0.55
H -7.554 4.471 1.103 0.43
H -6.359 6.637 1.148 0.41
H -3.920 6.705 0.728 0.46
H -2.686 4.629 0.290 0.25
H -4.051 -1.171 -0.373 0.29
H -5.520 -2.346 -1.927 0.46
H -6.927 -1.081 -3.523 0.39
H -6.847 1.394 -3.527 0.43
H -5.391 2.584 -1.964 0.48
C -0.075 3.468 1.615 0.06
N -0.364 4.516 2.588 0.21
C 0.878 4.833 3.298 -0.76
N 1.444 3.661 3.977 0.15
C 1.687 2.629 2.973 -0.71
N 0.464 2.250 2.239 0.78
C -0.512 1.791 3.241 -0.13
N -0.807 2.799 4.253 0.21
C -1.323 3.989 3.566 -0.54
C 0.444 3.157 4.922 -0.84
H 0.652 3.850 0.893 0.42
H -0.990 3.201 1.085 -1.10
H 0.677 5.609 4.039 0.36
H 1.610 5.216 2.583 0.32
H 2.095 1.739 3.459 -0.01
H 2.422 3.012 2.262 0.31
H -0.093 0.911 3.725 0.07
H -1.437 1.516 2.734 -0.68
H -1.535 4.765 4.303 0.44
H -2.254 3.727 3.051 0.07
H 0.846 2.274 5.426 0.28
H 0.243 3.926 5.670 0.39
C -2.669 2.519 -5.520 -1.28
C -1.726 3.153 -4.499 -0.65
C -1.763 2.471 -3.139 0.09
S -1.109 0.788 -2.940 0.49
O -2.013 -0.159 -3.656 -0.57
C 0.435 0.893 -3.917 -0.53
C 0.282 0.632 -5.411 -0.21
C 1.639 0.358 -6.054 -1.50
H -2.557 2.989 -6.498 0.42
H -3.705 2.647 -5.202 0.40
H -2.496 1.449 -5.620 0.17
H -2.030 4.191 -4.334 0.49
H -0.702 3.204 -4.874 0.29
H -2.796 2.343 -2.827 -0.01
H -1.251 3.052 -2.371 -0.14
H 1.082 0.133 -3.466 -0.50
H 0.873 1.872 -3.725 1.04
H -0.166 1.494 -5.899 0.23
H -0.402 -0.206 -5.559 0.25
H 2.342 1.169 -5.849 0.36
H 1.545 0.269 -7.137 0.41
H 2.082 -0.565 -5.678 0.24
F 5.319 4.562 -1.032 -0.34
C 4.291 3.738 -0.879 0.78
C 4.368 2.679 0.009 0.21
F 5.467 2.508 0.741 -0.35
C 3.305 1.810 0.159 -0.65
F 3.405 0.870 1.104 -0.32
C 2.129 1.953 -0.577 0.44
O 1.091 1.115 -0.446 3.09
C 2.053 3.069 -1.404 -0.54
F 0.908 3.357 -2.030 -0.36
C 3.116 3.937 -1.578 0.19
F 2.991 4.972 -2.400 -0.31
```